(1)
C30H78Cl18O32P8 | the ωB97M-V functional and the def2-TZVPD basis

```
166
Properties=species:S:1:pos:R:3:forces:R:3
C -5.778141 7.906754 1.964576 0.79 1.71 -0.29
O -5.491660 6.912189 1.013189 -0.35 -1.87 -1.11
P -4.730031 7.248118 -0.366714 -1.81 0.65 -0.89
O -3.562058 8.077548 -0.089453 0.30 0.07 -0.40
O -4.528178 5.821816 -1.085561 -1.68 2.76 0.10
C -3.333154 5.136114 -0.918027 0.95 -1.54 1.46
O -5.878894 7.908253 -1.377899 0.88 -2.04 0.78
C -6.167412 9.264930 -1.572029 0.04 1.83 2.03
H -5.060391 7.904616 2.784894 0.12 -0.27 -0.07
H -6.778691 7.908773 2.397026 -0.11 -0.57 -0.52
H -5.607550 8.827204 1.406225 -0.32 0.61 0.69
H -2.577071 5.688394 -0.359982 0.10 0.41 -0.42
H -2.938600 4.733194 -1.850814 -0.18 0.30 -0.06
H -3.612047 4.327608 -0.242279 0.40 -0.55 -0.18
H -7.092929 9.661328 -1.154423 -1.38 -1.40 -0.48
H -6.116851 9.657625 -2.587577 0.66 -0.49 0.10
H -5.662096 9.834723 -0.792224 1.62 0.43 -0.83
C -1.083245 4.192496 2.136622 -0.89 1.49 0.52
O -0.412956 3.107254 2.731297 -0.35 -0.31 -0.35
P 0.297857 3.273926 4.140807 2.07 3.00 1.14
O 1.397542 4.342247 4.152007 -2.47 -3.07 -0.09
O 0.591137 1.735707 4.346439 0.32 1.02 1.08
C 1.788534 1.202483 3.833217 0.98 -1.81 -0.55
O -0.735959 3.664568 5.338162 0.63 -0.58 -0.67
C -2.121383 3.314571 5.387356 0.19 -1.20 -1.90
H -2.152598 3.984461 2.100473 -0.07 -0.17 0.08
H -0.800036 4.508813 1.132710 0.73 -0.70 -0.06
H -0.923466 5.072219 2.760050 -0.14 0.25 -0.07
H 2.538804 0.868847 4.550069 -0.31 0.68 0.93
H 2.344947 1.835919 3.142385 -0.51 0.14 -0.23
H 1.503507 0.235646 3.418378 -0.06 0.23 -0.77
H -2.664006 4.195702 5.044906 -0.41 -0.15 0.75
H -2.470153 2.727934 6.237241 0.44 1.14 0.92
H -2.293301 2.522033 4.659050 -0.10 0.10 -0.77
C 3.652871 -7.514000 -2.526387 0.64 -2.00 -0.08
O 4.696026 -6.564131 -2.540311 2.16 0.73 1.79
P 6.289165 -6.945835 -2.313585 -0.14 -0.13 -2.44
O 6.971699 -7.318641 -3.580888 -0.78 0.67 1.55
O 6.433176 -8.033118 -1.179450 -2.89 1.05 -0.45
C 7.550130 -8.781924 -0.929268 1.35 -1.37 0.81
O 6.884630 -5.683665 -1.568381 1.04 -0.30 -3.50
C 6.695084 -5.516193 -0.244976 -1.90 0.77 2.51
H 3.693141 -7.949000 -3.525014 -0.84 -0.15 0.04
H 2.661100 -7.210784 -2.190890 0.26 1.03 -0.56
H 3.901810 -8.300744 -1.814241 0.16 -0.28 0.00
H 8.271277 -8.802137 -1.746360 -0.18 -0.03 -0.11
H 7.182788 -9.777509 -0.680330 0.35 -0.20 -0.23
H 8.034321 -8.408394 -0.026979 0.21 0.14 0.00
H 6.879021 -4.467768 -0.010283 0.25 -0.14 0.23
H 7.213154 -6.203771 0.423556 0.49 0.08 -0.24
H 5.633081 -5.701358 -0.083844 -0.28 0.23 0.73
C -6.187512 0.797741 3.645649 -0.71 -1.36 0.75
O -6.519572 1.825352 2.764433 1.05 1.85 -2.75
P -5.638791 1.959704 1.396535 -0.88 -0.79 0.44
O -5.050138 0.639043 1.008640 0.06 2.27 0.04
O -6.692479 2.582820 0.346861 0.99 -0.16 0.38
C -6.500011 2.369284 -1.077162 -0.87 -0.89 -0.15
O -4.677343 3.229980 1.732958 -0.14 -3.68 -2.65
C -5.096507 4.127483 2.669408 0.43 2.11 1.67
H -5.914478 1.182974 4.628064 -0.11 0.17 -0.04
H -5.396355 0.134792 3.295409 -0.07 0.08 -0.15
H -7.144546 0.276479 3.667368 0.36 -0.70 0.78
H -5.517381 1.985819 -1.351914 0.11 0.31 0.30
H -6.783688 3.227390 -1.686493 0.37 0.43 0.63
H -7.229076 1.607895 -1.354415 0.09 -0.23 -0.01
H -6.162336 4.138879 2.897385 0.11 -0.10 -0.15
H -4.785844 5.097205 2.280535 -0.23 0.16 0.34
H -4.503603 3.891608 3.553115 -0.37 0.37 0.52
C 7.367844 -0.630744 -1.239343 -1.79 -0.59 0.39
O 7.844192 0.033408 -0.071888 0.54 0.39 1.42
P 6.964507 0.230255 1.292851 -1.88 -0.25 -2.57
O 7.656989 0.705026 2.467490 0.74 0.59 0.30
O 6.223426 -1.166984 1.484891 0.20 -0.98 0.55
C 5.905898 -1.718870 2.804408 0.11 -0.49 -0.23
O 5.691176 1.124395 0.733982 0.78 -0.86 1.00
C 5.737022 2.559770 0.778668 0.96 0.06 -1.16
H 7.454611 -1.712378 -1.136180 0.05 -0.03 0.24
H 7.789581 -0.395264 -2.216474 0.68 0.79 0.60
H 6.309469 -0.372241 -1.272670 -0.20 -0.27 -0.51
H 4.882407 -1.435047 3.049378 0.44 0.66 0.52
H 6.720466 -1.640537 3.524432 -0.27 1.55 0.13
H 5.866036 -2.804883 2.888497 -0.15 -0.43 -1.63
H 6.785043 2.858734 0.798151 -0.03 0.32 0.75
H 5.109607 3.010740 1.547485 0.21 -0.33 0.12
H 5.444212 2.933249 -0.202598 -0.56 -0.14 0.02
C -1.968133 -5.036417 -4.540102 -1.35 2.34 -0.04
O -2.011928 -6.129885 -3.688103 0.43 -0.95 0.71
P -0.711024 -6.998643 -3.512319 0.61 -2.53 1.02
O 0.625761 -6.384855 -3.584924 -0.61 0.35 -0.12
O -1.005823 -7.712874 -2.052323 -0.25 -0.04 -2.48
C -0.726733 -7.090783 -0.793511 0.64 -0.36 -0.56
O -0.960053 -8.171775 -4.612060 0.46 1.01 0.27
C -0.084237 -8.507260 -5.731872 0.03 -1.95 0.65
H -2.902492 -4.514469 -4.333584 -0.19 0.10 -0.08
H -2.018098 -5.217934 -5.613720 0.65 -0.50 0.07
H -1.212067 -4.323336 -4.211505 0.48 -0.23 -0.52
H 0.326187 -7.263705 -0.570907 0.21 0.60 -0.10
H -1.227025 -7.665548 -0.014127 -0.59 0.36 -0.24
H -0.996054 -6.037205 -0.868020 0.07 -0.04 0.60
H 0.179359 -9.556253 -5.596786 0.69 -0.05 0.89
H 0.843437 -7.946829 -5.847805 -0.52 0.45 0.16
H -0.619687 -8.747688 -6.650333 -0.65 1.59 -0.11
C -1.763662 1.109082 0.047146 -1.84 -0.23 2.09
O -0.821816 0.050697 -0.085936 1.27 -0.52 -0.11
P -0.591485 -1.111503 1.027859 0.41 0.62 -0.26
O -1.141237 -0.727189 2.335031 0.47 -0.44 -0.45
O -1.265452 -2.392111 0.334115 1.14 0.27 0.21
C -2.669854 -2.508537 0.313323 -1.52 0.52 0.16
O 1.001461 -1.505560 1.054559 -3.04 1.17 -0.21
C 1.609651 -1.789542 -0.220510 0.49 -0.07 0.54
H -1.484694 2.002417 0.605929 1.31 0.20 -0.75
H -2.490073 0.796960 0.797486 -0.53 -0.46 -0.22
H -2.355281 1.322242 -0.843173 0.78 -0.17 -0.23
H -2.996130 -3.405341 0.839995 0.26 -0.10 -0.23
H -3.100885 -2.453331 -0.686314 0.54 -0.54 -0.38
H -3.201344 -1.679578 0.780693 0.35 0.23 0.54
H 2.316086 -0.990935 -0.446970 -0.05 -0.04 -0.06
H 0.861943 -1.862436 -1.010259 0.24 -0.31 -0.04
H 2.147881 -2.707232 0.016686 0.01 -0.07 -0.84
C 1.507976 7.666644 -0.252654 1.92 0.73 -0.49
O 1.686591 6.456401 0.498658 0.12 -1.63 -0.74
P 2.724832 5.283776 -0.132147 -0.76 0.52 1.15
O 2.647069 5.185906 -1.620122 0.54 -0.11 2.29
O 4.138178 5.682414 0.590726 -1.76 -0.27 -2.28
C 4.062071 5.965942 1.969700 0.86 -0.28 1.49
O 2.400421 3.959865 0.791006 -0.28 1.59 -1.89
C 1.800865 2.740806 0.274052 0.51 0.15 0.09
H 0.680798 7.789263 -0.951816 -0.24 -0.96 0.22
H 2.442118 7.791453 -0.800274 -0.16 0.19 -0.60
H 1.515767 8.564903 0.364734 -0.34 -0.46 0.76
H 4.608754 5.185364 2.498787 0.04 -0.14 0.02
H 3.064359 5.963472 2.408645 -0.01 0.29 -0.32
H 4.620384 6.884012 2.152802 -0.38 0.18 -0.02
H 0.847488 2.602222 0.783921 0.32 -0.32 0.11
H 2.576306 2.003031 0.480174 -0.51 -0.44 0.31
H 1.638817 2.677555 -0.801978 0.06 0.73 -0.11
C 3.247895 -3.488746 -3.533683 -1.10 -1.50 -0.51
Cl 1.725303 -2.766492 -4.105360 0.13 0.78 -0.40
Cl 4.182028 -2.430752 -2.512347 0.15 -0.07 -0.28
Cl 4.133232 -4.285530 -4.896012 -0.28 0.85 0.89
H 2.769054 -4.288015 -2.968006 1.05 -0.14 0.29
C 1.672124 -5.258192 2.930852 0.05 1.06 -0.68
Cl 2.559385 -4.024735 3.885135 -0.35 -0.29 -0.58
Cl 2.303785 -5.358090 1.201512 -0.06 -0.24 1.53
Cl -0.057123 -4.825513 2.759310 0.64 -0.39 0.38
H 1.822450 -6.159555 3.525028 -0.29 -0.16 -0.76
C -2.047374 -2.466946 4.556017 -0.09 0.49 0.19
Cl -1.681932 -3.501015 5.958055 0.06 0.12 -0.45
Cl -2.079825 -0.765271 5.049397 0.38 -0.17 0.26
Cl -3.616921 -2.818053 3.884769 -0.79 -0.55 -0.26
H -1.360839 -2.630775 3.725405 0.29 0.30 0.61
C -2.517217 -0.514151 -3.650506 -0.52 -0.21 0.00
Cl -1.132905 0.614281 -3.571865 -1.04 -0.94 -0.22
Cl -3.136766 -0.913464 -5.305094 0.60 0.52 0.78
Cl -3.911982 0.073430 -2.642621 0.72 -0.19 -0.50
H -2.234169 -1.480856 -3.234011 0.14 0.39 0.05
C -0.389521 3.106978 -6.051337 0.03 -0.72 -0.79
Cl -0.669712 3.667563 -4.446330 -0.01 0.68 0.60
Cl -1.885734 2.355702 -6.708849 0.54 0.13 0.09
Cl 0.987756 1.948824 -6.053119 -0.54 0.42 -0.23
H -0.149522 3.936886 -6.715970 0.07 -0.22 0.25
C -6.645250 -1.997548 -0.721232 0.70 1.42 0.91
Cl -5.849298 -3.226568 0.301436 -0.46 0.24 -0.52
Cl -7.759328 -0.998097 0.248888 -0.20 -0.36 0.07
Cl -7.403922 -2.566207 -2.146851 -0.43 -0.79 -0.63
H -5.907736 -1.262883 -1.044411 0.26 -0.45 0.27
```
Positions in Å, forces in eV/Å.

HOMO-LUMO gap = 10.38 eV
energy = -397621.3876 eV
HOMO = -10.4 eV

(2)
C9H20BNO5 | the ωB97M-V functional and the def2-TZVPD basis

```
36
Properties=species:S:1:pos:R:3:forces:R:3
N 0.376121 1.558536 2.235615 -0.44 0.00 0.39
C 0.627593 0.381606 1.425200 -0.73 0.07 0.00
C 0.229594 -0.822555 2.339767 1.07 0.73 -0.44
C 0.307552 -2.161616 1.620139 -0.60 0.12 -0.49
C 0.941515 -3.181173 2.503032 -0.08 -1.38 0.12
O 2.297256 -2.923244 2.655027 1.49 0.92 0.12
C -0.219797 0.432384 0.127310 -0.49 -0.51 0.67
C -0.204779 1.783934 -0.561918 -0.32 0.59 0.09
C -0.670372 1.755502 -2.015913 0.13 1.00 -0.91
C -2.067092 1.180622 -2.259623 -0.88 -0.17 -0.68
B -2.305535 0.446926 -3.627545 1.27 -0.78 0.27
O -2.301941 1.213164 -4.745774 -0.19 0.21 -0.95
O -2.339879 -0.943532 -3.615989 0.31 -0.22 -1.07
C 2.109640 0.418008 1.056375 -0.58 -0.99 -0.11
O 2.876112 -0.438251 1.416868 0.83 0.29 -0.08
O 2.494285 1.462415 0.275502 0.61 -0.58 0.71
H 0.894370 1.468823 3.099186 -0.01 0.10 0.21
H 0.721415 2.362112 1.762938 0.17 0.92 -0.26
H 0.927882 -0.798717 3.213083 -0.44 -0.17 -0.59
H -0.769650 -0.639681 2.742592 0.10 0.18 -0.22
H -0.668432 -2.501804 1.254388 -0.05 0.13 0.30
H 0.896314 -2.066233 0.694486 0.11 -0.14 0.34
H 0.474105 -3.285245 3.503619 -0.09 0.44 -0.35
H 0.869995 -4.187039 2.071667 -0.20 0.04 -0.16
H 2.547193 -2.049227 2.264037 -0.38 -0.90 0.39
H 0.077729 -0.368988 -0.546710 0.40 -0.02 -0.18
H -1.241516 0.126464 0.414562 0.24 0.38 0.00
H -0.867443 2.461941 0.004769 0.13 -0.19 -0.21
H 0.803270 2.218291 -0.482131 -0.64 -0.11 -0.43
H 0.013112 1.220641 -2.673030 0.47 -0.41 0.33
H -0.580955 2.783775 -2.438082 -0.35 -0.50 0.39
H -2.883939 1.903415 -2.292233 0.16 0.49 0.71
H -2.298182 0.427596 -1.534973 -0.23 -0.28 0.79
H -2.399792 0.784162 -5.606931 -0.01 0.01 0.35
H -2.128116 -1.407978 -4.462014 -0.52 0.72 0.98
H 3.462366 1.384963 0.182700 -0.25 -0.01 -0.02
```
Positions in Å, forces in eV/Å.

HOMO-LUMO gap = 9.65 eV
SMILES = N[C@@](CCCO)(CCCCB(O)O)C(=O)O
energy above the lowest of the compared OMol25 structures with the same formula, charge and spin = 28.8 kJ/mol
energy = -22064.3065 eV
HOMO = -9.5 eV